15
Properties=species:S:1:pos:R:3:forces:R:3 method="wB97M-V/def2-TZVPD" lumo_ev=0.90 de_lowest_kcal_mol=57.1 largest_force_ha_per_bohr=0.0606 total_energy_ev=-8292.51862 smiles=Cc1cnn(C)c1
C -2.0653 -1.1910 -0.1528 -0.301 -0.102 -0.012
C -0.6463 -0.7699 -0.2123 -0.172 0.000 0.287
H -2.4170 -1.2366 0.8825 -0.132 -0.079 -0.151
H 2.2262 2.4165 -0.3663 0.093 -0.386 -0.075
C 1.6676 1.9368 0.4380 0.388 -0.571 -0.309
C 0.4731 -1.5545 -0.4968 0.185 0.608 0.554
C -0.1666 0.4537 0.1375 -0.332 -0.121 -0.079
H 0.3339 -2.6462 -0.4883 0.895 0.465 -0.787
H 2.2630 1.9892 1.3587 0.011 -0.534 -0.332
H 0.7973 2.6039 0.6291 0.368 -0.856 -0.282
N 1.6390 -0.9206 -0.4852 -0.462 2.523 1.769
N 1.1631 0.5349 0.0939 -0.482 -0.893 -0.757
H -0.7884 1.2887 0.4328 0.189 0.053 0.033
H -2.1907 -2.1730 -0.6130 -0.112 0.057 0.065
H -2.6828 -0.4756 -0.7019 -0.134 -0.162 0.079

---

15
Properties=species:S:1:pos:R:3:forces:R:3 method="wB97M-V/def2-TZVPD" lumo_ev=0.93 de_lowest_kcal_mol=26.9 largest_force_ha_per_bohr=0.0346 total_energy_ev=-8293.83026 smiles=Cn1cccc1N
H 2.1962 -0.7344 0.5349 0.066 0.011 -0.209
C 0.1545 1.4886 0.4832 -0.409 -0.116 -0.459
H -2.6404 -0.2598 0.6888 0.138 0.020 0.073
H -1.4898 -2.1078 -0.9535 0.082 -0.138 0.069
C -0.6112 -0.5277 -0.1025 0.056 -0.020 0.125
C 1.8528 -0.1150 -0.3032 0.092 -0.124 -0.130
N 0.4802 0.2685 -0.0794 -0.199 -0.073 -0.225
C -1.6388 0.1257 0.5541 -0.068 -0.245 -0.025
N -0.5707 -1.6980 -0.8725 -0.142 -0.251 0.246
H 0.6142 2.2196 -0.1563 0.566 1.246 1.139
H 0.0996 -2.3830 -0.5480 -0.083 -0.083 0.014
H 2.4797 0.7838 -0.3176 -0.236 -0.194 -0.088
H -1.7361 2.1890 1.4003 0.182 -0.070 -0.370
C -1.1548 1.4113 0.9136 -0.051 0.019 -0.223
H 1.9646 -0.6608 -1.2421 0.008 0.018 0.063

---

15
Properties=species:S:1:pos:R:3:forces:R:3 method="wB97M-V/def2-TZVPD" lumo_ev=0.97 de_lowest_kcal_mol=35.8 largest_force_ha_per_bohr=0.0250 total_energy_ev=-8293.44187 smiles=C[C@H]1CN[C@H]1C#N
H 0.1219 0.5695 1.6895 -0.097 -0.218 -0.032
N -0.0781 -1.7663 0.4333 0.009 -0.241 -0.152
H -0.1662 -2.5608 -0.1921 0.132 0.203 -0.020
N 1.6153 0.0763 -2.1655 -0.029 -0.911 0.855
C -1.0880 -0.7102 0.3412 -0.360 0.127 0.054
H -0.4832 1.4780 -1.1941 0.172 -0.067 0.288
H 0.5731 2.3789 -0.0893 -0.033 -0.256 0.106
C -0.2355 1.6419 -0.1376 0.059 -0.005 0.033
H -1.9292 -0.7865 1.0350 0.098 -0.094 -0.041
C 1.0014 -0.7995 0.2144 0.219 0.107 -0.036
H 1.8842 -1.0370 0.8207 -0.124 0.443 -0.109
H -1.4662 -0.5624 -0.6824 -0.050 -0.031 0.190
H -1.1191 2.0777 0.3414 0.084 0.157 -0.138
C -0.0035 0.3430 0.6290 -0.211 0.192 0.134
C 1.4075 -0.4586 -1.1583 0.130 0.594 -1.131

---

15
Properties=species:S:1:pos:R:3:forces:R:3 method="wB97M-V/def2-TZVPD" lumo_ev=1.04 de_lowest_kcal_mol=78.5 largest_force_ha_per_bohr=0.0513 total_energy_ev=-8291.59339
C -0.5873 -0.4912 -0.0611 0.134 -0.288 0.082
H -1.5492 -1.8059 1.3396 0.000 0.237 -0.185
H -2.2051 -0.1638 1.3294 0.039 -0.068 -0.135
H -0.9984 1.7079 -0.5981 0.929 -0.407 -0.479
H -0.0994 -1.2631 -0.6605 0.097 0.040 0.255
H -2.6114 -1.2991 0.0170 0.102 0.063 0.024
H 2.2003 1.1135 1.1184 0.001 -0.176 -0.129
C -1.8168 -0.9603 0.6889 -0.046 0.143 -0.121
N 1.0307 0.7908 -1.4934 -2.266 0.296 1.318
C 1.7134 0.3038 0.5554 0.203 -0.079 -0.035
C -0.2649 0.8739 -0.5717 0.867 -0.075 -0.347
C 2.1472 0.4185 -0.9098 -1.266 0.386 -0.223
H 0.7752 0.9642 -2.4513 1.017 -0.064 -0.374
H 2.0105 -0.6413 1.0225 0.119 0.130 -0.201
N 0.2552 0.4521 0.6749 0.071 -0.137 0.552

---

15
Properties=species:S:1:pos:R:3:forces:R:3 method="wB97M-V/def2-TZVPD" lumo_ev="0.92 / 0.88" de_lowest_kcal_mol=74.0 largest_force_ha_per_bohr=0.0337 total_energy_ev=-8291.78550
H -0.3803 1.3399 2.5378 -0.165 0.040 -0.141
N 1.3389 -1.9211 -0.9033 0.237 -0.338 0.016
H -0.5762 -0.6647 1.3601 0.783 -1.518 -0.285
H -1.4848 2.4099 1.5158 -0.286 0.348 -0.081
C -0.1213 -0.0397 -1.5163 -0.022 0.132 0.337
H -1.3488 1.8353 -1.1133 0.209 0.079 -0.054
H 1.3703 -2.2195 -1.8686 0.005 -0.018 0.220
H 1.3939 -2.6847 -0.2422 -0.173 0.164 -0.158
C 0.4667 -0.8860 -0.6424 -0.406 0.231 0.130
C -0.9545 1.4879 1.6252 0.367 0.936 0.335
C -0.6267 1.1040 -0.7809 -0.143 0.106 -0.330
H -0.1645 -0.1491 -2.5924 0.094 0.071 0.112
H 1.1816 -0.2793 1.3552 -0.206 0.148 -0.234
C 0.2657 -0.3242 0.7504 0.040 -0.040 0.093
N -0.3599 0.9914 0.5149 -0.336 -0.341 0.040

---

15
Properties=species:S:1:pos:R:3:forces:R:3 method="wB97M-V/def2-TZVPD" lumo_ev="-0.13 / -0.01" de_lowest_kcal_mol=102.5 largest_force_ha_per_bohr=0.0292 total_energy_ev=-8290.55021
N -1.1209 0.8549 -1.8165 -0.195 -0.187 -0.157
C -0.7389 0.4999 -0.4714 -0.086 -0.486 0.337
H 0.3850 -1.6852 1.7588 0.079 0.416 0.135
C 1.5388 -0.2188 0.5281 0.184 0.592 -0.294
C 0.5954 -0.6351 1.5647 0.000 -0.957 1.154
H 0.1717 0.1167 2.2350 0.222 -0.299 -0.227
C -1.0854 -0.9560 -0.0556 -0.724 0.240 -1.057
H -1.3525 1.1288 0.1947 0.193 -0.173 0.001
H 1.1187 1.7132 -0.5991 -0.406 -0.774 0.233
H 2.3636 0.3563 0.9811 -0.018 -0.205 -0.220
H -0.7116 0.2121 -2.4863 -0.097 0.111 0.012
C 0.7209 0.7277 -0.2799 0.397 0.977 -0.537
H 1.9757 -1.0263 -0.0875 -0.198 0.122 0.411
N -1.5860 -2.0028 -0.1108 0.459 0.707 0.217
H -2.1296 0.8650 -1.9357 0.191 -0.085 -0.011